A cluster of 10 separate species, C6H30NO10 in total in a non-equilibrium geometry. Source: OMol25; level of theory: ωB97M-V with the def2-TZVPD basis set.

Each line ends with the natural charge from an NBO analysis.
CARTESIAN COORDINATES (ANGSTROEM)
C1 2.3720 -1.8234 -0.9638  -0.08
O1 2.1648 -1.2544 -2.2749  -0.78
C2 1.2149 -2.6714 -0.5014  -0.44
C3 -0.2660 -2.1329 -0.8996  -0.47
C4 -0.4618 -0.7599 -0.6840  -0.07
C5 -1.4648 -0.2675 0.1208  -0.10
N1 -1.3581 0.9901 0.6617  -0.45
C6 -1.9105 1.3233 1.8270  0.02
H1 3.3569 -2.3899 -1.1153  0.20
H2 2.6006 -0.8439 -0.4292  0.18
H3 2.4497 -1.8452 -2.9616  0.49
H4 1.4563 -2.7817 0.6221  0.26
H5 1.1331 -3.6250 -1.1082  0.23
H6 -0.4167 -2.3083 -2.0641  0.25
H7 -1.1166 -2.7949 -0.4801  0.24
H8 0.4077 -0.0789 -1.1661  0.23
H9 -2.0360 -1.0426 0.6998  0.25
H10 -0.9038 1.8356 0.1255  0.49
H11 -2.0579 2.4487 2.1371  0.22
H12 -2.3164 0.6859 2.6259  0.25
H13 1.7945 1.4442 -3.0199  0.47
H14 1.1954 0.1588 -2.6462  0.49
O2 0.9432 1.0989 -2.7587  -0.98
H15 2.2959 3.3592 0.4989  0.51
H16 2.6967 1.9664 -0.3155  0.50
O3 2.1140 2.4465 0.3001  -0.99
H17 -2.1359 3.0661 -1.3938  0.50
H18 -0.7627 2.6623 -1.7314  0.49
O4 -1.2170 3.2118 -1.0979  -0.95
H19 3.0566 1.5843 1.7542  0.47
H20 4.2892 1.0925 2.4227  0.47
O5 3.6793 1.8219 2.4221  -0.95
H21 -0.3699 -1.3962 2.4760  0.48
H22 -0.9876 -2.8583 2.3984  0.49
O6 -0.3872 -2.1020 1.8289  -0.97
H23 -0.2593 -0.2137 3.6629  0.50
H24 -1.2415 -0.6461 4.8680  0.50
O7 -1.0639 -0.5713 3.9657  -1.00
H25 -2.6203 -1.2294 -4.0868  0.49
H26 -3.4796 -1.7777 -2.9149  0.48
O8 -2.7054 -1.2612 -3.0818  -0.96
H27 1.7811 1.1443 3.3069  0.51
H28 0.9378 1.4700 2.0623  0.48
O9 0.9375 0.9845 2.8321  -0.99
H29 -3.3803 0.7661 -2.4202  0.50
H30 -4.4083 1.7711 -1.9152  0.48
O10 -3.5500 1.3435 -1.5884  -0.98

* energy relative to the best compared isomer or geometry (same formula, charge and spin): 3.406 eV
* frontier orbital gap: 8.35 eV
* total charge: +1
* F_max: 5.36 eV/Å
* spin multiplicity: 1
* HOMO level: -11.880 eV
* molar mass: 276.30 g/mol